Entry 1:
# C43H53CrN3S2

C43H53CrN3S2 as an isolated structure (wB97M-V/def2-TZVPD, the OMol25 dataset).

Cartesian coordinates (Å):
Cr 0.89 -1.09 0.20
C 2.37 -2.76 -0.23
C 3.01 -1.54 -0.62
C 2.21 -1.00 -1.72
C 1.14 -1.92 -1.90
C 1.23 -3.01 -1.01
C 0.37 -4.26 -1.06
C 0.87 -5.29 -0.05
C -1.10 -3.93 -0.80
C 0.50 -4.86 -2.48
C 2.41 0.17 -2.69
C 3.43 -0.21 -3.77
C 2.82 1.48 -2.00
C 1.09 0.48 -3.42
C 4.33 -1.11 0.04
C 5.41 -0.77 -1.00
C 4.89 -2.27 0.87
C 4.17 0.08 1.00
H 2.74 -3.40 0.55
H 0.36 -1.80 -2.64
H 0.82 -4.88 0.97
H 1.90 -5.57 -0.26
H 0.25 -6.18 -0.08
H -1.25 -3.54 0.20
H -1.71 -4.83 -0.91
H -1.47 -3.19 -1.52
H 1.55 -5.06 -2.71
H 0.10 -4.18 -3.23
H -0.06 -5.80 -2.54
H 4.42 -0.41 -3.36
H 3.52 0.60 -4.50
H 3.09 -1.10 -4.30
H 3.78 1.40 -1.49
H 2.07 1.76 -1.25
H 2.89 2.28 -2.74
H 0.77 -0.35 -4.05
H 1.24 1.34 -4.07
H 0.29 0.72 -2.71
H 5.54 -1.59 -1.71
H 6.36 -0.62 -0.49
H 5.19 0.15 -1.54
H 5.02 -3.17 0.26
H 4.25 -2.51 1.73
H 5.87 -1.98 1.27
H 3.76 0.96 0.50
H 5.14 0.34 1.42
H 3.50 -0.18 1.83
S 1.02 1.08 1.10
C -0.48 1.83 0.67
N -0.70 3.12 1.07
C -2.04 3.67 1.01
C -2.72 3.22 -0.26
N -2.65 1.78 -0.38
C -3.74 1.14 -1.10
C -4.98 1.07 -0.24
C -6.15 1.75 -0.57
C -7.27 1.66 0.25
C -7.23 0.89 1.40
C -6.07 0.20 1.73
C -4.95 0.29 0.92
C -1.49 1.14 -0.05
S -1.29 -0.51 -0.51
C 0.28 3.93 1.78
C 0.72 5.11 0.95
C 0.54 6.42 1.38
C 0.95 7.48 0.58
C 1.54 7.25 -0.65
C 1.73 5.94 -1.08
C 1.32 4.88 -0.29
H -1.96 4.76 1.01
H -2.63 3.35 1.88
H -2.25 3.70 -1.13
H -3.77 3.51 -0.23
H -3.43 0.15 -1.39
H -3.95 1.71 -2.02
H -6.18 2.35 -1.47
H -8.17 2.20 -0.02
H -8.10 0.82 2.04
H -6.04 -0.41 2.63
H -4.04 -0.25 1.16
H 1.13 3.31 2.03
H -0.16 4.28 2.72
H 0.08 6.61 2.34
H 0.80 8.50 0.93
H 1.86 8.08 -1.26
H 2.20 5.75 -2.04
H 1.47 3.86 -0.63
C 0.90 -1.86 2.21
C -0.44 -2.40 2.57
C -1.56 -1.57 2.67
C -2.81 -2.07 2.96
C -3.00 -3.43 3.19
C -1.89 -4.27 3.15
C -0.63 -3.76 2.86
C -4.30 -3.96 3.48
N -5.34 -4.37 3.71
H 1.66 -2.62 2.38
H 1.13 -1.01 2.85
H -1.44 -0.50 2.50
H -3.67 -1.40 3.03
H -2.01 -5.33 3.35
H 0.22 -4.42 2.86

The spin multiplicity is 5. The value obtained for the HOMO-LUMO gap (alpha / beta) is 6.96 / 7.01 eV. For the maximum force, the calculation gives 0.87 eV/Å.

Atomic partial charges in e from the Löwdin method, atoms 1 to 99: 0.33, -0.08, -0.14, -0.16, -0.11, -0.24, -0.54, -0.04, -0.04, -0.04, -0.51, -0.03, -0.05, -0.06, -0.51, -0.05, -0.06, -0.06, 0.10, 0.11, 0.06, 0.09, 0.09, 0.07, 0.09, 0.06, 0.09, 0.08, 0.09, 0.06, 0.09, 0.09, 0.06, 0.03, 0.09, 0.08, 0.09, 0.07, 0.10, 0.09, 0.06, 0.10, 0.08, 0.09, 0.04, 0.09, 0.07, 0.78, -0.59, -0.12, -0.12, -0.12, -0.11, -0.14, -0.21, -0.05, -0.08, -0.09, -0.07, -0.03, -0.60, 0.79, -0.14, -0.21, -0.05, -0.08, -0.09, -0.07, -0.02, 0.13, 0.14, 0.14, 0.13, 0.07, 0.13, 0.11, 0.10, 0.10, 0.10, 0.09, 0.07, 0.13, 0.11, 0.10, 0.10, 0.10, 0.10, -0.18, -0.30, -0.06, -0.03, -0.24, -0.03, -0.06, -0.20, 0.14, 0.05, 0.03, 0.10

=====

Entry 2:
# C43H54B2F6FeN7O4P

C43H54B2F6FeN7O4P as an isolated structure in a non-equilibrium geometry (wB97M-V/def2-TZVPD, the OMol25 dataset).

Cartesian coordinates (Å):
Fe -0.37 0.08 0.99
C -1.69 -3.44 1.57
C -0.47 -3.79 0.72
C -0.58 -5.23 0.23
C -0.28 -2.85 -0.44
C -0.63 -3.06 -1.79
C -0.25 -1.90 -2.43
N 0.29 -1.07 -1.53
N 0.29 -1.66 -0.30
B 1.18 0.16 -1.83
N 0.49 1.54 -1.90
C 1.07 2.50 -2.70
C 1.17 3.70 -2.05
C 0.68 3.55 -0.76
N 0.10 2.21 -0.68
C 1.07 4.42 0.41
C 2.50 4.06 0.83
C 0.14 4.38 1.62
N 2.28 0.15 -0.74
C 3.59 0.00 -0.95
C 4.23 0.01 0.27
C 3.21 0.17 1.22
N 2.01 0.27 0.59
C 3.45 0.09 2.70
C 2.70 1.14 3.51
C 3.14 -1.33 3.18
H -1.83 -4.17 2.37
H -2.59 -3.41 0.94
H -1.59 -2.46 2.03
H 0.43 -3.70 1.35
H -1.50 -5.36 -0.34
H -0.62 -5.92 1.08
H 0.26 -5.51 -0.41
H -1.10 -3.92 -2.23
H -0.32 -1.63 -3.47
H 1.70 0.00 -2.91
H 1.48 2.21 -3.66
H 1.62 4.60 -2.44
H 1.08 5.44 0.02
H 2.54 3.01 1.15
H 2.84 4.69 1.66
H 3.19 4.18 0.00
H 0.10 3.38 2.06
H -0.87 4.70 1.37
H 0.52 5.06 2.39
H 3.96 -0.13 -1.95
H 5.28 -0.08 0.47
H 4.52 0.26 2.84
H 1.65 1.13 3.26
H 3.09 2.14 3.32
H 2.78 0.93 4.57
H 2.07 -1.54 3.10
H 3.42 -1.46 4.23
H 3.68 -2.07 2.59
F -2.13 0.21 2.70
P -1.27 -0.05 4.08
F -2.02 -1.44 4.31
F -0.52 1.35 3.75
F -2.36 0.73 4.94
F -0.31 -0.30 5.32
F -0.18 -0.85 3.07
C -7.42 4.46 -1.12
C -6.70 4.97 0.13
C -7.67 4.90 1.31
C -6.30 6.44 -0.07
C -5.44 4.14 0.37
C -5.21 3.46 1.56
C -4.04 2.73 1.81
C -3.11 2.72 0.81
O -1.86 2.13 0.76
B -1.32 2.49 -0.47
O -2.21 3.27 -1.19
C -3.31 3.40 -0.38
C -4.45 4.11 -0.63
H -8.31 5.07 -1.32
H -7.73 3.42 -0.99
H -6.78 4.51 -2.01
H -8.56 5.50 1.08
H -7.22 5.30 2.22
H -7.99 3.88 1.50
H -7.19 7.07 -0.20
H -5.66 6.57 -0.95
H -5.75 6.81 0.80
H -5.97 3.46 2.34
H -3.88 2.21 2.74
H -4.57 4.62 -1.58
C -8.78 -2.26 2.49
C -7.51 -1.54 2.10
C -6.52 -1.33 3.05
C -5.36 -0.66 2.72
C -5.17 -0.17 1.45
C -6.14 -0.38 0.47
N -6.05 0.13 -0.83
C -5.02 0.59 -1.65
C -5.45 1.43 -2.69
C -4.58 1.93 -3.64
C -3.23 1.61 -3.58
C -2.80 0.77 -2.56
C -3.66 0.23 -1.61
C -3.06 -0.80 -0.68
O -3.58 -1.91 -0.67
O -2.00 -0.47 -0.03
C -7.32 -1.08 0.79
C -8.35 -1.32 -0.28
H -8.78 -2.45 3.56
H -8.87 -3.22 1.98
H -9.67 -1.67 2.25
H -6.67 -1.70 4.07
H -4.60 -0.50 3.47
H -4.27 0.39 1.22
H -6.95 0.33 -1.22
H -6.50 1.69 -2.74
H -4.96 2.57 -4.43
H -2.53 2.01 -4.30
H -1.75 0.50 -2.50
H -7.88 -1.64 -1.21
H -8.93 -0.41 -0.49
H -9.06 -2.09 0.02

The spin multiplicity is 6. The value obtained for the HOMO-LUMO gap (alpha / beta) is 5.58 / 7.28 eV. For the maximum force, the calculation gives 1.14 eV/Å. The charge is -1.

Atomic partial charges in e from the Löwdin method, atoms 1 to 99: 1.00, -0.05, -0.35, -0.09, -0.26, -0.01, -0.08, -0.03, 0.06, -0.55, 0.02, -0.09, -0.03, -0.18, 0.13, -0.36, -0.06, -0.05, -0.02, -0.08, -0.03, -0.28, 0.09, -0.37, -0.06, -0.05, 0.08, 0.07, 0.04, 0.13, 0.08, 0.07, 0.08, 0.10, 0.12, 0.12, 0.11, 0.11, 0.13, 0.06, 0.07, 0.08, 0.07, 0.09, 0.08, 0.12, 0.10, 0.13, 0.04, 0.07, 0.08, 0.06, 0.08, 0.08, -0.17, 0.18, -0.12, -0.16, -0.12, -0.12, -0.22, -0.05, -0.56, -0.07, -0.05, -0.16, -0.01, 0.02, -0.17, 0.14, -0.69, 0.23, -0.16, 0.06, 0.08, 0.08, 0.07, 0.08, 0.09, 0.09, 0.08, 0.08, 0.09, 0.10, 0.12, 0.13, -0.06, -0.24, -0.06, -0.05, -0.02, -0.18, 0.11, -0.16, -0.05, -0.10, -0.08, -0.03, -0.05

=====

- Number 1 is which compound?
  C43H53CrN3S2